The following is a quantum chemistry calculation of a molecular structure, C37H45As2N6O8SW, from OMol25.

Output
2S+1: 3
Largest force on an atom (eV Å⁻¹): 1.1
Orbital gap (alpha / beta) (eV): 6.690 / 4.951
Charge: +3
Energy above the lowest of the compared OMol25 structures with the same formula, charge and spin (kcal/mol): 171.0
LUMO (alpha / beta) (eV): -9.8 / -11.5
Highest occupied orbital energy (alpha / beta) (eV): -16.45 / -16.45

Each line ends with the Mulliken spin population.
Atoms and positions in Å:
W 1.36 0.32 0.41  -0.01
C 0.17 2.30 -3.85  0.00
C 1.21 3.25 -3.32  0.00
C 2.12 3.84 -4.19  0.00
C 3.04 4.78 -3.76  0.00
C 3.07 5.17 -2.42  0.00
C 2.16 4.61 -1.53  0.00
C 1.26 3.66 -1.98  0.01
N 0.28 3.14 -1.05  0.01
C 0.42 2.04 -0.37  0.04
N 1.92 0.19 -1.69  0.42
C 3.23 0.38 -1.61  0.21
C 3.60 0.33 -0.24  0.41
C 4.89 0.51 0.18  0.15
C 5.83 0.85 -0.82  0.21
C 5.48 0.91 -2.17  0.00
C 4.19 0.67 -2.63  0.11
C 3.81 0.69 -4.06  0.02
N -0.40 1.40 0.40  0.03
C -1.74 1.85 0.70  -0.01
C -2.70 1.72 -0.30  0.00
C -3.95 2.29 -0.14  0.00
C -4.22 3.01 1.02  0.00
C -3.26 3.13 2.01  0.00
C -1.99 2.56 1.87  0.00
C -0.94 2.80 2.92  0.00
H 0.59 1.63 -4.60  0.00
H -0.63 2.85 -4.35  0.00
H -0.31 1.71 -3.07  0.00
H 2.09 3.57 -5.24  0.00
H 3.72 5.23 -4.46  0.00
H 3.76 5.92 -2.08  0.00
H 2.14 4.92 -0.50  0.00
H -0.61 3.64 -0.97  0.00
H 1.44 0.32 -2.58  -0.05
H 5.21 0.36 1.20  0.01
H 6.86 1.02 -0.53  0.00
H 6.26 1.14 -2.89  0.01
H 4.64 1.01 -4.69  0.00
H 2.98 1.38 -4.23  0.01
H 3.50 -0.30 -4.39  0.01
H -2.46 1.19 -1.22  0.00
H -4.70 2.19 -0.91  0.00
H -5.19 3.47 1.16  0.00
H -3.47 3.70 2.90  0.00
H -0.09 2.14 2.82  0.00
H -0.59 3.84 2.88  0.00
H -1.36 2.67 3.92  0.00
N 2.51 2.50 1.42  0.04
N 2.07 1.28 1.93  0.02
C 1.87 -1.20 1.89  0.04
N 2.10 -1.59 3.10  0.10
S 2.71 -1.71 0.49  0.21
H 2.02 3.29 1.84  0.00
H 3.52 2.62 1.50  0.00
H 2.39 1.02 2.86  0.01
H 1.45 -1.36 3.85  0.00
H 2.70 -2.38 3.31  0.00
C -5.21 -1.32 -2.23  0.00
O -4.23 -0.93 -1.22  0.00
C -3.15 -1.69 -1.18  0.00
O -2.82 -2.51 -1.99  0.00
C -2.39 -1.53 0.12  0.00
C -3.04 -1.69 1.27  0.00
As -2.30 -2.12 3.05  0.00
C -1.37 -0.46 3.50  0.00
C -0.75 -3.18 2.39  0.00
C -0.13 -3.17 1.21  0.06
As -0.46 -1.70 -0.02  0.00
C -0.08 -2.19 -1.85  0.02
C 0.88 -4.24 0.92  -0.05
O 1.39 -4.89 1.79  0.00
O 1.09 -4.41 -0.38  0.00
C 1.97 -5.51 -0.73  0.00
C -0.28 -3.99 3.58  0.00
O 0.39 -3.37 4.37  0.00
O -0.73 -5.18 3.84  0.00
C -1.58 -5.89 2.91  0.00
C -4.53 -2.00 1.20  0.00
O -4.89 -2.95 0.56  0.00
O -5.38 -1.22 1.85  0.00
C -4.92 -0.06 2.55  0.00
H -6.03 -0.62 -2.11  0.00
H -5.53 -2.34 -2.04  0.00
H -4.77 -1.24 -3.22  0.00
H -2.14 0.26 3.80  0.00
H -0.78 -0.03 2.69  0.00
H -0.76 -0.66 4.38  0.00
H -0.58 -3.12 -2.07  0.00
H 1.00 -2.28 -1.97  -0.01
H -0.48 -1.40 -2.50  0.00
H 1.46 -6.45 -0.53  0.00
H 2.89 -5.46 -0.15  0.00
H 2.16 -5.40 -1.80  0.00
H -1.28 -6.93 2.97  0.00
H -1.46 -5.52 1.89  0.00
H -2.61 -5.78 3.24  0.00
H -5.75 0.64 2.54  0.00
H -4.07 0.39 2.05  0.00
H -4.70 -0.32 3.58  0.00

The following is a quantum chemistry calculation of a molecular structure, C35H34Cl5N6O2Tm, from OMol25.

Output
2S+1: 3
Largest force on an atom (eV Å⁻¹): 1.2
Orbital gap (alpha / beta) (eV): 7.010 / 7.012
Charge: +2
LUMO (alpha / beta) (eV): -6.0 / -6.0
Highest occupied orbital energy (alpha / beta) (eV): -13.03 / -13.03

Each line ends with the Mulliken spin population.
Atoms and positions in Å:
Tm 0.63 1.31 0.59  2.03
C 0.72 -4.51 5.09  0.00
C 0.35 -3.42 4.15  0.00
C -0.94 -3.15 3.72  0.00
C -1.23 -2.09 2.83  0.00
C -2.56 -1.92 2.39  0.00
N -2.98 -0.96 1.62  0.00
C -4.32 -0.82 1.11  0.00
C -4.34 -0.20 -0.29  0.00
C -3.62 -1.02 -1.37  0.00
N -2.47 -0.30 -1.86  0.00
C -2.10 -0.15 -3.10  0.00
C -0.94 0.52 -3.52  0.00
C -0.62 0.53 -4.89  0.00
C 0.52 1.14 -5.37  0.00
C 0.85 1.17 -6.82  0.00
C 1.39 1.72 -4.44  0.00
C 1.16 1.72 -3.07  0.00
C 2.21 2.23 -2.22  0.00
N 2.28 2.19 -0.94  0.00
C 3.53 2.66 -0.37  0.00
C 3.84 2.11 1.03  0.00
C 3.77 0.59 1.17  0.00
N 2.43 0.12 1.51  -0.01
C 2.35 -0.83 2.36  0.00
C 1.17 -1.54 2.79  0.00
C 1.37 -2.60 3.66  0.00
C -0.17 -1.22 2.37  -0.01
O -0.44 -0.25 1.58  -0.01
C -0.05 1.15 -2.57  0.00
O -0.35 1.19 -1.32  0.00
H -0.13 -5.10 5.41  0.00
H 1.20 -4.08 5.97  0.00
H 1.45 -5.17 4.62  0.00
H -1.76 -3.77 4.06  0.00
H -3.28 -2.67 2.68  0.00
H -2.30 -0.22 1.40  0.00
H -4.89 -0.16 1.77  0.00
H -4.79 -1.81 1.11  0.00
H -3.89 0.79 -0.24  0.00
H -5.39 -0.05 -0.57  0.00
H -4.28 -1.25 -2.21  0.00
H -3.28 -1.96 -0.93  0.00
H -1.83 0.11 -1.17  0.00
H -2.74 -0.58 -3.87  0.00
H -1.31 0.06 -5.58  0.00
H 0.00 0.90 -7.44  0.00
H 1.67 0.47 -7.03  0.00
H 1.20 2.16 -7.11  0.00
H 2.30 2.17 -4.83  0.00
H 3.06 2.64 -2.79  0.00
H 3.49 3.76 -0.29  0.00
H 4.36 2.42 -1.05  0.00
H 3.19 2.58 1.78  0.00
H 4.86 2.43 1.26  0.00
H 4.48 0.25 1.94  0.00
H 4.06 0.11 0.22  0.00
H 3.27 -1.22 2.81  0.00
H 2.38 -2.82 3.97  0.00
Cl 2.10 3.33 3.77  0.00
C 0.42 3.54 3.41  0.00
C -0.08 2.90 2.27  0.00
C -1.46 3.06 2.14  0.01
Cl -2.15 2.27 0.74  0.00
C -2.30 3.76 3.00  0.00
Cl -4.00 3.80 2.75  0.00
C -1.72 4.42 4.08  0.00
Cl -2.70 5.32 5.16  0.00
C -0.34 4.31 4.29  0.00
Cl 0.37 5.11 5.64  0.00
N -0.95 -2.58 -0.55  0.00
C 0.07 -2.19 -1.40  0.00
C 0.11 -2.73 -2.69  0.00
C 1.11 -2.35 -3.55  0.00
C 2.07 -1.46 -3.08  0.00
C 1.94 -0.96 -1.80  0.00
N 0.94 -1.27 -0.96  0.00
H -1.34 -3.48 -0.77  0.00
H -0.74 -2.46 0.44  0.00
H -0.64 -3.45 -2.98  0.00
H 1.16 -2.75 -4.55  0.00
H 2.91 -1.18 -3.69  0.00
H 2.68 -0.28 -1.40  0.00

The following is a quantum chemistry calculation of a molecular structure, C42H40F42N12O29S14, from OMol25.

Output
Largest force on an atom (eV Å⁻¹): 10.6
Orbital gap (eV): 1.564
Charge: -2
Energy above the lowest of the compared OMol25 structures with the same formula, charge and spin (kcal/mol): 208.9
LUMO (eV): -2.8
Highest occupied orbital energy (eV): -4.35

Each line ends with the Mulliken charge.
Atoms and positions in Å:
C -0.79 -2.77 -6.42  -0.79
C -0.30 -2.57 -7.80  0.48
C -1.09 -1.77 -8.86  -1.13
O -1.09 -0.30 -8.55  -0.18
C -1.89 0.48 -9.43  -0.93
N 1.14 -2.10 -7.65  0.33
H 1.63 -2.58 -6.91  -0.03
H 1.64 -2.32 -8.50  0.47
H 1.19 -1.09 -7.59  0.37
H -1.88 -2.80 -6.36  0.52
H -0.40 -1.98 -5.78  -0.14
H -0.52 -3.70 -5.93  0.15
H -0.07 -3.46 -8.38  0.32
H -2.09 -2.17 -8.79  0.41
H -0.65 -1.92 -9.85  0.51
H -1.83 0.19 -10.48  0.35
H -1.75 1.54 -9.19  0.24
H -2.95 0.34 -9.19  0.33
C -2.90 3.22 -0.40  -0.75
N -3.07 4.19 -1.52  0.34
C -2.15 5.17 -1.67  -0.15
C -2.15 5.93 -2.82  -0.99
C -3.14 5.76 -3.85  0.73
C -4.15 4.84 -3.55  -0.62
C -4.05 3.99 -2.46  -0.19
C -3.17 6.58 -5.18  0.78
C -2.88 7.89 -5.29  -0.56
C -2.95 8.54 -6.56  -0.21
N -3.19 7.72 -7.66  0.00
C -3.48 6.43 -7.55  -0.55
C -3.42 5.83 -6.31  -0.58
C -3.05 8.39 -8.97  -0.94
H -2.30 3.66 0.40  0.05
H -2.44 2.38 -0.92  0.35
H -3.88 2.94 -0.01  0.33
H -1.36 5.12 -0.93  0.40
H -1.34 6.57 -3.13  0.51
H -4.82 4.68 -4.38  0.59
H -4.77 3.21 -2.32  0.41
H -2.57 8.49 -4.45  0.52
H -2.70 9.58 -6.69  0.41
H -3.58 5.89 -8.48  0.48
H -3.54 4.76 -6.23  0.46
H -2.00 8.21 -9.20  0.39
H -3.14 9.46 -8.76  0.28
H -3.80 8.02 -9.67  0.40
C 0.60 -0.36 6.74  -1.15
N 0.65 -0.47 5.27  0.98
C 0.66 0.67 4.55  -0.37
C 0.71 0.55 3.18  0.71
C 0.68 -0.67 2.47  0.40
C 0.63 -1.79 3.27  0.07
C 0.64 -1.69 4.65  -1.33
C 0.72 -0.69 0.93  1.10
C 1.53 -1.67 0.24  -0.66
C 1.61 -1.71 -1.13  -0.38
N 0.67 -0.96 -1.79  0.72
C -0.17 -0.08 -1.25  -0.43
C -0.18 0.10 0.17  -0.48
C 0.66 -1.08 -3.25  0.39
H 1.56 -0.75 7.07  0.44
H -0.24 -0.92 7.16  0.36
H 0.45 0.66 7.10  0.16
H 0.72 1.60 5.08  0.23
H 0.53 1.42 2.57  -0.58
H 0.72 -2.79 2.88  -0.49
H 0.62 -2.58 5.25  1.06
H 2.13 -2.36 0.82  0.58
H 2.37 -2.29 -1.62  0.32
H -0.92 0.48 -1.79  0.28
H -0.71 0.93 0.60  0.44
H 1.20 -1.96 -3.59  -1.02
H 1.24 -0.19 -3.51  0.50
H -0.35 -1.12 -3.66  -0.01
C 1.49 4.97 -0.59  0.51
F 2.69 5.46 -0.77  -0.21
F 0.69 5.96 -0.32  -0.25
F 1.11 4.19 -1.65  -0.23
S 1.60 3.94 1.13  0.94
O 2.17 2.64 0.79  -0.66
O 2.52 4.80 1.86  -0.56
N -0.05 3.72 1.58  -0.07
S -0.06 4.26 3.02  0.92
O 0.96 3.57 3.84  -0.61
O -0.04 5.68 3.10  -0.71
C -1.79 3.70 3.73  0.52
F -2.68 4.65 3.94  -0.29
F -2.30 2.75 2.96  -0.11
F -1.53 3.31 4.94  -0.17
C 2.27 2.17 11.71  0.53
F 1.57 1.58 12.63  -0.23
F 2.18 3.45 12.09  -0.24
F 3.50 1.73 11.80  -0.20
S 1.31 1.82 10.04  1.05
O 1.44 0.35 9.79  -0.59
O -0.07 2.18 10.28  -0.56
N 2.30 2.72 8.88  -0.46
S 1.27 3.78 8.29  1.06
O 0.11 3.30 7.54  -0.56
O 0.94 4.85 9.21  -0.65
C 2.38 4.55 6.94  0.58
F 1.74 5.58 6.39  -0.22
F 3.50 5.00 7.44  -0.25
F 2.70 3.58 6.05  -0.18
C 2.03 -5.79 1.93  0.61
F 3.23 -6.33 2.16  -0.26
F 1.21 -6.44 2.78  -0.20
F 2.01 -4.51 2.13  -0.11
S 1.36 -6.19 0.13  0.86
O 1.76 -5.02 -0.66  -0.41
O 2.07 -7.36 -0.42  -0.68
N -0.32 -6.51 0.27  -0.65
S -1.06 -5.12 0.08  0.89
O -0.61 -4.10 1.06  -0.27
O -1.10 -4.57 -1.28  -0.53
C -2.91 -5.33 0.44  0.37
F -3.55 -5.99 -0.41  -0.17
F -2.92 -5.94 1.64  -0.22
F -3.34 -4.08 0.65  -0.08
C -1.38 1.55 -5.10  0.33
F -0.45 0.60 -5.46  -0.06
F -0.96 1.98 -3.93  -0.08
F -1.49 2.49 -6.12  -0.18
S -3.09 0.83 -4.79  0.85
O -3.92 1.98 -5.14  -0.64
O -3.15 -0.29 -5.77  -0.58
N -2.95 0.42 -3.13  0.01
S -3.89 -0.70 -2.93  0.84
O -5.27 -0.51 -3.37  -0.74
O -3.37 -2.00 -3.35  -0.62
C -4.02 -0.92 -0.98  0.30
F -4.91 -1.88 -0.69  -0.19
F -2.80 -1.32 -0.53  0.06
F -4.52 0.12 -0.36  -0.23
C 3.79 -0.28 -6.03  0.51
F 2.51 0.12 -6.00  -0.19
F 4.04 -0.67 -7.31  -0.25
F 4.50 0.80 -5.71  -0.20
S 4.00 -1.78 -4.83  0.89
O 5.38 -2.24 -5.02  -0.62
O 3.79 -1.33 -3.46  -0.49
N 2.86 -2.93 -5.41  -0.62
S 3.30 -4.28 -4.82  0.72
O 4.15 -5.10 -5.67  -0.66
O 3.69 -4.26 -3.40  -0.53
C 1.61 -5.29 -4.64  0.52
F 0.77 -4.58 -3.94  -0.03
F 1.13 -5.52 -5.90  -0.28
F 1.69 -6.51 -3.99  -0.22
C 3.37 -3.61 6.44  0.65
F 3.67 -4.86 6.88  -0.21
F 3.38 -3.64 5.13  -0.19
F 2.19 -3.13 6.81  -0.14
S 4.68 -2.36 7.07  0.88
O 4.47 -1.06 6.42  -0.61
O 4.38 -2.24 8.53  -0.60
N 6.22 -3.12 6.55  -0.42
S 6.69 -3.97 7.73  1.11
O 7.10 -3.09 8.83  -0.65
O 5.91 -5.13 8.13  -0.60
C 8.24 -4.81 6.92  0.55
F 9.14 -5.12 7.92  -0.23
F 7.86 -6.12 6.46  -0.25
F 8.86 -4.12 5.93  -0.21
C -1.32 -5.37 4.78  0.43
F -0.37 -5.64 5.61  -0.22
F -0.73 -4.72 3.70  -0.03
F -1.93 -6.55 4.46  -0.21
S -2.68 -4.13 5.61  0.78
O -3.73 -4.37 4.66  -0.55
O -2.87 -4.71 6.98  -0.69
N -1.95 -2.60 5.50  -0.13
S -3.06 -1.56 5.37  0.75
O -4.35 -1.91 5.93  -0.68
O -2.45 -0.35 5.96  -0.51
C -3.16 -1.49 3.40  0.27
F -4.41 -1.27 2.98  -0.28
F -2.31 -0.61 2.99  0.12
F -2.76 -2.60 2.77  -0.07

The following is a quantum chemistry calculation of 2 unconnected molecules or ions with the total composition C3H9NS, from OMol25.

Output
Structure (SMILES): C=N.CSC
Largest force on an atom (eV Å⁻¹): 3.8
Orbital gap (eV): 9.542
Energy above the lowest of the compared OMol25 structures with the same formula, charge and spin (kcal/mol): 50.7
LUMO (eV): 0.9
Highest occupied orbital energy (eV): -8.64

Each line ends with the Mulliken charge.
Atoms and positions in Å:
C 1.73 -2.90 -0.11  0.01
N 2.84 -3.20 0.43  -0.50
H 1.35 -3.25 -1.09  0.25
H 1.24 -2.10 0.29  0.00
H 3.19 -2.70 1.26  0.25
C -0.60 0.96 1.10  -0.77
S -1.81 0.54 -0.32  -0.09
C -1.75 2.15 -1.19  -0.78
H 0.27 0.29 0.82  0.19
H -0.25 1.96 0.93  0.29
H -1.06 0.90 2.04  0.33
H -2.13 2.07 -2.25  0.29
H -0.65 2.58 -1.33  0.23
H -2.38 2.70 -0.58  0.29

- The highest largest force on an atom belongs to which entry?
  C42H40F42N12O29S14